A molecular structure, C4H8O2, computed with ωB97M-V/def2-TZVPD.

Geometry as ORCA input:
```
! wB97M-V def2-TZVPD RIJCOSX def2/J DEFGRID3
* xyz 0 1
C -1.39 -0.02 1.09
C -0.30 -0.85 -0.81
O -0.12 0.32 -1.42
C 1.06 0.92 -0.79
C 1.27 -0.04 0.37
O 0.73 -1.26 -0.16
H -1.71 -1.00 1.46
H -2.11 0.36 0.37
H -1.44 0.67 1.95
H -1.02 -1.54 -1.22
H 1.85 0.98 -1.56
H 0.79 1.93 -0.46
H -0.05 0.14 1.01
H 2.27 -0.20 0.76
*
```

## Properties
Maximum force: 0.3 eV Å⁻¹
Molecular weight: 88.11 u
LUMO energy: 0.95 eV
Orbital gap: 0.303 Eh
Energy relative to the best compared isomer or geometry (same formula, charge and spin): 5.466 eV
E_tot: -8367.8153 eV